1.
Here is a structure of composition C31H28BrN8ReSSe from OMol25. Energies are from the ωB97M-V functional and the def2-TZVPD basis.

Each line ends with the Mulliken charge.
Element x y z (Å)
Re  -0.105  0.161  0.747  0.99
C  -2.353  -1.750  -0.102  -1.76
N  -0.893  -1.761  -0.334  -0.21
C  -0.523  -1.781  -1.768  -0.94
C  0.309  -0.593  -2.115  0.05
N  0.640  0.354  -1.247  0.49
C  1.404  1.294  -1.956  0.21
C  2.006  2.492  -1.581  -0.16
C  2.702  3.191  -2.547  -1.10
C  2.804  2.728  -3.864  -0.59
C  2.212  1.544  -4.255  -1.08
C  1.514  0.847  -3.279  0.80
N  0.806  -0.348  -3.329  -0.02
C  -2.825  -0.341  -0.227  0.78
N  -2.012  0.689  -0.015  0.93
C  -2.759  1.843  -0.275  0.00
C  -2.412  3.191  -0.324  -0.40
C  -3.417  4.095  -0.603  -0.89
C  -4.734  3.688  -0.855  -0.61
C  -5.081  2.352  -0.868  -1.12
C  -4.067  1.447  -0.587  0.82
N  -4.055  0.057  -0.558  -0.03
H  -2.545  -2.118  0.908  0.39
H  -2.895  -2.401  -0.793  0.65
H  -0.516  -2.591  0.114  0.17
H  -1.417  -1.780  -2.395  0.44
H  0.028  -2.693  -2.009  0.60
H  1.928  2.879  -0.574  0.26
H  3.179  4.125  -2.283  0.47
H  3.349  3.312  -4.592  0.44
H  2.275  1.182  -5.272  0.47
H  0.692  -0.920  -4.153  0.26
H  -1.390  3.513  -0.186  0.49
H  -3.183  5.151  -0.639  0.48
H  -5.487  4.434  -1.067  0.45
H  -6.085  2.024  -1.103  0.48
H  -4.835  -0.543  -0.780  0.26
S  -1.341  -0.503  2.766  -0.57
C  -0.435  -0.725  4.224  0.83
N  -1.039  -1.483  5.169  0.03
C  -0.520  -1.716  6.391  -0.33
C  0.689  -1.175  6.733  -0.64
C  1.362  -0.398  5.787  -0.55
C  0.807  -0.181  4.539  -0.34
H  -1.945  -1.875  4.936  0.26
H  -1.095  -2.342  7.058  0.46
H  1.106  -1.348  7.714  0.46
H  2.322  0.036  6.035  0.49
H  1.317  0.422  3.803  0.34
Se  0.690  2.247  1.757  0.02
C  -0.565  3.342  2.702  0.83
C  -0.150  4.638  2.991  -0.57
C  -1.063  5.478  3.622  -0.53
N  -2.278  5.067  3.947  -0.48
C  -2.665  3.827  3.697  -0.73
C  -1.832  2.907  3.067  0.03
H  0.839  4.995  2.731  0.44
H  -0.803  6.501  3.866  0.40
H  -3.670  3.553  3.995  0.40
H  -2.166  1.899  2.869  0.21
Br  0.943  -3.218  2.082  -0.07
C  2.274  -1.926  1.671  0.28
C  3.577  -2.363  1.833  -0.75
C  4.619  -1.527  1.471  -0.44
C  4.304  -0.273  0.969  -1.11
C  2.981  0.090  0.865  0.13
N  1.942  -0.710  1.204  0.20
H  3.759  -3.354  2.222  0.52
H  5.646  -1.856  1.560  0.47
H  5.075  0.421  0.665  0.51
H  2.722  1.067  0.487  0.35

Atoms 1-6, force components in eV/Å:
0.06 0.20 0.70
-0.26 -0.04 -0.01
0.05 0.56 0.30
0.05 0.05 -0.21
0.08 0.02 -0.11
-0.25 -0.21 0.39

## Properties
expectation value of S²: 1.24
calculated total energy: -192855.456 eV
2S+1: 2
relative energy (zero: lowest compared OMol25 entry of this formula, charge and spin): 0.000 eV
LUMO energy (alpha / beta): -10.532 / -9.411 eV
net charge: +3

2.
Here is a structure of composition C3H2LiO2Pb from OMol25. Energies are from the ωB97M-V functional and the def2-TZVPD basis.

Each line ends with the Mulliken charge.
Element x y z (Å)
C  0.412  0.300  0.096  0.15
Li  -1.331  -1.653  0.929  0.94
O  -1.064  0.270  0.731  -0.64
C  -0.820  0.658  -0.617  -0.09
H  -0.949  1.729  -0.813  0.21
H  -1.198  0.011  -1.420  0.19
Pb  2.559  0.636  0.919  0.41
O  1.778  -0.913  -0.363  -0.55
C  0.612  -1.039  0.538  -0.64

Atoms 1-6, force components in eV/Å:
-2.50 -0.69 2.56
0.53 0.73 0.13
-3.89 2.24 0.26
0.57 -0.13 0.21
-0.11 -0.34 0.00
0.01 0.10 0.21

## Properties
expectation value of S²: 0.76
calculated total energy: -12683.958 eV
2S+1: 2
relative energy (zero: lowest compared OMol25 entry of this formula, charge and spin): 1.124 eV
LUMO energy (alpha / beta): -0.592 / -0.596 eV

3.
Here is an isolated molecule of C4H7NO from OMol25. Energies are from the ωB97M-V functional and the def2-TZVPD basis.

Each line ends with the Mulliken charge.
Element x y z (Å)
C  1.431  -0.222  -0.406  -0.80
N  0.414  -0.638  0.667  -0.22
C  -0.920  -0.882  0.030  -0.38
C  -1.164  0.631  -0.010  -0.36
C  0.036  0.698  0.946  0.37
O  0.595  1.519  1.614  -0.57
H  1.421  0.851  -0.707  0.31
H  2.428  -0.413  -0.026  0.27
H  1.227  -0.800  -1.302  0.33
H  -1.634  -1.392  0.685  0.25
H  -0.827  -1.468  -0.886  0.28
H  -2.078  1.050  0.383  0.33
H  -0.930  1.064  -0.987  0.20

Atoms 1-6, force components in eV/Å:
0.31 -0.67 -0.17
0.96 0.24 -0.69
0.04 -0.13 -0.19
-0.26 0.38 0.15
-0.40 0.99 0.56
-0.53 -0.20 -0.15

## Properties
calculated total energy: -7797.432 eV
relative energy (zero: lowest compared OMol25 entry of this formula, charge and spin): 2.213 eV
LUMO energy: 0.979 eV

4.
Here is an isolated molecule of C5H12O from OMol25. Energies are from the ωB97M-V functional and the def2-TZVPD basis.

Each line ends with the Mulliken charge.
Element x y z (Å)
C  -0.279  1.350  2.116  -1.20
C  0.612  0.704  1.023  -0.60
C  -0.044  0.090  -0.244  0.35
C  1.008  -0.087  -1.523  -1.32
O  -0.639  -1.114  0.162  -0.36
C  -1.127  -1.757  -0.982  -0.64
H  -0.902  2.170  1.741  0.33
H  -0.938  0.637  2.625  0.29
H  0.357  1.790  2.901  0.35
H  1.189  -0.094  1.509  0.30
H  1.323  1.464  0.687  0.36
H  -0.844  0.762  -0.605  0.27
H  1.042  0.885  -2.011  0.35
H  0.921  -0.753  -2.418  0.42
H  1.994  -0.364  -1.147  0.29
H  -2.008  -1.232  -1.391  0.28
H  -0.312  -1.654  -1.708  0.26
H  -1.353  -2.795  -0.735  0.27

Atoms 1-6, force components in eV/Å:
-0.06 -0.07 -0.19
0.19 0.02 -0.27
0.58 0.20 -0.64
0.07 0.60 0.79
0.14 -0.02 0.05
-0.05 -0.19 -0.31

## Properties
calculated total energy: -7425.775 eV
relative energy (zero: lowest compared OMol25 entry of this formula, charge and spin): 1.536 eV
LUMO energy: 1.142 eV

5.
Here is a structure of composition C4H7N2 from OMol25. Energies are from the ωB97M-V functional and the def2-TZVPD basis.

Each line ends with the Mulliken charge.
Element x y z (Å)
C  2.671  0.715  -0.142  -0.02
C  -1.944  0.797  0.327  -0.71
C  -0.933  0.669  -0.518  -0.14
C  -0.045  -0.615  -0.380  0.13
N  1.572  0.478  -0.284  -0.21
N  -0.074  -1.493  0.487  -0.23
H  3.749  0.976  0.010  0.39
H  -2.701  1.581  0.335  0.28
H  -1.985  0.269  1.237  0.17
H  -0.752  1.301  -1.359  0.37
H  0.387  -0.831  -1.339  0.37
H  0.408  -2.382  0.158  0.31
H  -0.352  -1.466  1.468  0.26

Atoms 1-6, force components in eV/Å:
2.61 0.78 0.40
0.03 1.51 -0.08
-0.08 -2.55 1.39
-2.16 6.07 -4.19
0.78 0.41 0.25
1.38 -5.51 2.26

## Properties
calculated total energy: -7232.171 eV
relative energy (zero: lowest compared OMol25 entry of this formula, charge and spin): 3.567 eV
LUMO energy: -3.558 eV
net charge: +1

6.
Here is a structure of composition C5H7F from OMol25. Energies are from the ωB97M-V functional and the def2-TZVPD basis.

Each line ends with the Mulliken charge.
Element x y z (Å)
C  0.327  -0.821  -0.010  0.17
C  -0.108  -2.029  0.372  -0.65
C  -0.186  0.516  0.449  -0.27
C  1.456  -0.100  -0.596  -0.17
C  -1.137  1.499  -0.233  -0.85
F  2.674  -0.199  -0.073  -0.24
H  0.470  -2.923  0.104  0.26
H  -0.987  -2.211  1.012  0.28
H  0.240  0.813  1.484  0.31
H  1.514  0.335  -1.578  0.34
H  -0.743  2.571  -0.486  0.25
H  -1.932  1.502  0.644  0.24
H  -1.589  1.048  -1.090  0.32

Atoms 1-6, force components in eV/Å:
-1.50 0.14 0.55
0.98 -0.28 -0.34
4.08 0.61 -0.25
-2.91 0.33 1.06
-0.14 0.48 2.52
0.76 -0.18 0.75

## Properties
calculated total energy: -8011.811 eV
relative energy (zero: lowest compared OMol25 entry of this formula, charge and spin): 3.399 eV
LUMO energy: 1.065 eV

Question: calculated total energy of number 6 (C5H7F)?
Answer: -8011.811 eV

Question: The lowest relative energy (zero: lowest compared OMol25 entry of this formula, charge and spin) belongs to which entry?
Answer: C31H28BrN8ReSSe